Formula: C4H6N4
Source: the Open Molecules 2025 dataset
Level of theory: ωB97M-V with the def2-TZVPD basis set

Values from the calculation:
Largest force on an atom: 1.5 eV Å⁻¹
Structure (SMILES): [H]/N=C1/NC(=C)N/C1=N/[H]
ΔE to the lowest compared entry with this formula, charge and spin: 14.0 kcal/mol
E_tot: -375.0391 a.u.
Gap between HOMO and LUMO: 9.38 eV

Geometry as XYZ:
```
14
Properties=species:S:1:pos:R:3:forces:R:3
N 0.731061 -0.937119 0.137026 -0.8 1.0 -0.4
C 0.152465 -0.438015 2.453134 0.5 -1.3 -0.1
N -0.670597 0.768136 0.506014 -0.1 -0.2 0.4
C -0.547085 0.720560 -0.847248 0.9 -0.5 -0.1
N 1.014317 -0.673750 -2.208605 -0.1 -0.3 1.1
H 0.615772 -0.090839 -2.929703 -0.1 0.2 -0.3
H -0.406684 0.111605 3.138881 -0.7 0.8 1.0
C 0.050139 -0.231377 1.160537 0.5 -0.2 -1.1
H -0.895267 1.386663 -2.626743 0.0 -0.3 0.4
H -1.379631 1.336389 0.929844 0.0 0.0 0.3
N -1.160168 1.464086 -1.643811 -0.5 0.8 -0.6
C 0.488449 -0.360470 -1.090716 0.1 -0.1 -0.9
H 1.310450 -1.747518 0.233568 0.1 0.0 0.3
H 0.696779 -1.308352 2.787824 0.1 0.1 0.1
```
Positions in Å, forces in eV/Å.

Atom charges from the natural (NBO) analysis, given in e for atoms 1 to 6: N -0.596; C -0.542; N -0.590; C 0.371; N -0.659; H 0.338